ORCA calculation (ωB97M-V with the def2-TZVPD basis set) on an isolated molecule of C8H12Cl2N2Si in a non-equilibrium geometry.

Its calculated total energy is -44396.3295 eV. The calculation puts the LUMO energy at 0.011 Eh. The calculation puts the gap between HOMO and LUMO at 11.4215 eV. Its HOMO energy is -11.1 eV. As for the SMILES: N#CCCC[Si](Cl)(Cl)CCCC#N. The energy above the lowest of the compared OMol25 structures with the same formula, charge and spin is 0.0 kcal per mole.

Last column: Löwdin charge in e.
CARTESIAN COORDINATES (ANGSTROEM)
N1 0.461 -4.792 1.450  0.15
N2 4.071 2.169 -1.785  0.16
Cl1 -3.651 0.258 -0.122  0.31
Cl2 -1.903 2.925 0.872  0.31
C1 0.158 -3.714 1.742  -0.24
C2 2.955 1.921 -1.993  -0.26
C3 -0.040 -2.356 2.116  -0.21
C4 1.640 1.568 -2.356  -0.20
C5 -0.731 -1.513 1.075  -0.28
C6 0.801 1.234 -1.121  -0.26
C7 -0.975 -0.098 1.529  -0.32
C8 -0.716 1.078 -1.401  -0.30
Si1 -1.717 0.968 0.179  -0.14
H1 -0.639 -2.351 3.043  0.14
H2 0.894 -1.907 2.430  0.13
H3 1.597 0.716 -3.042  0.13
H4 1.257 2.484 -2.860  0.14
H5 -0.143 -1.508 0.164  0.10
H6 -1.715 -1.953 0.833  0.12
H7 0.954 2.067 -0.420  0.11
H8 1.195 0.375 -0.582  0.11
H9 -0.109 0.390 1.894  0.07
H10 -1.666 -0.028 2.359  0.08
H11 -0.894 0.168 -2.041  0.10
H12 -1.085 1.899 -1.963  0.06


ORCA calculation (ωB97M-V with the def2-TZVPD basis set) on an isolated molecule of C3H5N5 in a non-equilibrium geometry.

Its calculated total energy is -10638.9348 eV. The calculation puts the LUMO energy at 0.020 Eh. The calculation puts the gap between HOMO and LUMO at 9.1148 eV. Its HOMO energy is -8.6 eV. As for the SMILES: [H]/N=c1\cn[nH]n1N=C. The energy above the lowest of the compared OMol25 structures with the same formula, charge and spin is 90.8 kcal per mole.

Last column: Löwdin charge in e.
CARTESIAN COORDINATES (ANGSTROEM)
C1 1.929 1.083 0.566  -0.01
C2 -1.764 -0.842 -0.313  -0.04
C3 -0.483 -0.531 0.461  -0.38
H1 2.806 1.705 0.551  0.06
H2 1.782 0.466 1.455  0.04
H3 -0.357 0.757 -2.181  0.11
H4 -2.641 -1.284 0.125  0.10
H5 -0.849 -0.900 2.219  0.06
N1 1.303 0.920 -0.575  0.06
N2 0.278 -0.026 -0.572  -0.14
N3 -0.328 -0.155 -1.805  0.00
N4 -1.628 -0.571 -1.576  0.05
N5 -0.048 -0.622 1.643  0.10


ORCA calculation (ωB97M-V with the def2-TZVPD basis set) on a structure of composition C11H14ClNO3Os in a non-equilibrium geometry.

Its calculated total energy is -34234.5456 eV. The calculation puts the LUMO energy (spin up / spin down) at -0.283 / -0.421 Eh. The net charge is +2. The calculation puts the gap between HOMO and LUMO (spin up / spin down) at 6.2827 / 5.5832 eV. Its HOMO energy (spin up / spin down) is -14.0 / -17.0 eV. As for the expectation value of S²: 6.0241. The energy above the lowest of the compared OMol25 structures with the same formula, charge and spin is 7.7 kcal per mole. As for the spin multiplicity: 5.

Last column: Löwdin charge in e.
CARTESIAN COORDINATES (ANGSTROEM)
Cl1 -1.877 -1.777 -0.606  0.44
C1 1.820 -2.160 -2.248  -0.10
C2 2.574 -0.973 -2.114  -0.14
C3 1.738 0.121 -2.459  -0.08
H1 3.600 -0.906 -1.795  0.14
C4 0.459 -0.385 -2.797  -0.37
C5 0.527 -1.799 -2.688  -0.10
H2 -0.308 -2.464 -2.807  0.12
H3 2.165 -3.159 -2.046  0.14
H4 2.023 1.160 -2.455  0.15
C6 -0.727 0.397 -3.240  -0.01
Os1 0.868 -0.830 -0.421  1.35
C7 2.288 -0.089 0.655  -0.20
C8 0.727 -2.137 1.032  -0.21
O1 3.155 0.356 1.312  0.20
O2 0.569 -2.924 1.879  0.22
H5 -0.765 1.366 -2.745  0.10
H6 -1.640 -0.145 -2.998  0.06
H7 -0.707 0.572 -4.319  0.12
C9 -2.414 1.848 1.811  0.00
N1 -1.282 1.250 2.495  -0.13
C10 -1.111 1.414 3.931  -0.01
C11 -0.364 0.512 1.815  -0.27
O3 -0.456 0.310 0.601  -0.25
H8 -3.068 2.407 2.513  0.12
H9 -3.024 1.052 1.332  0.11
H10 -2.053 2.555 1.035  0.12
H11 -1.114 0.416 4.426  0.12
H12 -0.139 1.911 4.141  0.12
H13 -1.918 2.024 4.383  0.12
H14 0.455 0.076 2.376  0.14


ORCA calculation (ωB97M-V with the def2-TZVPD basis set) on a structure of composition C2H2S3 in a non-equilibrium geometry.

Its calculated total energy is -34609.8848 eV. The calculation puts the LUMO energy at -0.031 Eh. The calculation puts the gap between HOMO and LUMO at 7.9225 eV. Its HOMO energy is -8.8 eV. The energy above the lowest of the compared OMol25 structures with the same formula, charge and spin is 28.1 kcal per mole.

Last column: Löwdin charge in e.
CARTESIAN COORDINATES (ANGSTROEM)
C1 2.870 -0.137 -0.011  -1.29
C2 0.323 0.089 -0.066  -0.78
S1 4.425 0.094 0.006  0.68
S2 1.572 -1.260 0.005  0.81
S3 1.421 1.604 -0.014  0.57
H1 -0.416 0.162 -0.757  -0.02
H2 -0.222 -0.151 0.872  0.03


ORCA calculation (ωB97M-V with the def2-TZVPD basis set) on a cluster of 2 separate species, C4H11NO in total in a non-equilibrium geometry.

Its calculated total energy is -7862.8120 eV. The calculation puts the LUMO energy at 0.032 Eh. The calculation puts the gap between HOMO and LUMO at 10.6061 eV. Its HOMO energy is -9.7 eV. As for the SMILES: C=CC.NCO. The energy above the lowest of the compared OMol25 structures with the same formula, charge and spin is 40.2 kcal per mole.

Last column: Löwdin charge in e.
CARTESIAN COORDINATES (ANGSTROEM)
C1 1.784 1.198 -0.724  -0.13
C2 2.574 0.069 -0.165  -0.24
C3 2.465 -1.156 -0.641  -0.02
H1 1.528 2.001 -0.035  0.07
H2 2.333 1.620 -1.563  0.08
H3 0.833 0.886 -1.156  0.06
H4 3.224 0.313 0.669  0.09
H5 3.126 -1.942 -0.295  0.05
H6 1.708 -1.442 -1.361  0.06
N1 -2.046 0.871 1.291  0.01
C4 -2.587 -0.019 0.284  -0.34
O1 -1.742 -1.118 -0.054  -0.08
H7 -1.479 0.406 1.991  0.07
H8 -1.376 1.514 0.870  0.05
H9 -3.450 -0.508 0.719  0.11
H10 -2.800 0.593 -0.588  0.11
H11 -0.955 -0.762 -0.495  0.06


ORCA calculation (ωB97M-V with the def2-TZVPD basis set) on the ion C6H12 with charge +1 in a non-equilibrium geometry.

Its calculated total energy is -6406.3919 eV. The calculation puts the LUMO energy (spin up / spin down) at -0.172 / -0.308 Eh. The net charge is +1. The calculation puts the gap between HOMO and LUMO (spin up / spin down) at 11.2034 / 8.0972 eV. Its HOMO energy (spin up / spin down) is -15.9 / -16.5 eV. As for the expectation value of S²: 0.7536. The energy above the lowest of the compared OMol25 structures with the same formula, charge and spin is 31.3 kcal per mole. As for the spin multiplicity: 2.

Last column: Löwdin charge in e.
CARTESIAN COORDINATES (ANGSTROEM)
C1 1.457 -0.814 -1.676  -0.07
C2 0.953 -0.372 -0.263  -0.16
C3 -0.297 0.435 -0.287  -0.16
C4 -0.864 1.262 -1.271  0.27
C5 -1.160 0.261 0.892  -0.18
C6 -0.403 0.044 2.229  -0.05
H1 0.776 -1.485 -2.189  0.08
H2 1.620 0.050 -2.357  0.08
H3 2.391 -1.374 -1.735  0.09
H4 1.790 0.003 0.276  0.14
H5 0.654 -1.331 0.216  0.14
H6 -0.489 1.356 -2.308  0.12
H7 -1.786 1.808 -0.915  0.13
H8 -2.117 0.795 0.836  0.13
H9 -1.747 -0.691 0.708  0.19
H10 -0.065 1.005 2.566  0.08
H11 -1.065 -0.231 3.112  0.12
H12 0.350 -0.720 2.165  0.07


ORCA calculation (ωB97M-V with the def2-TZVPD basis set) on a cluster of 2 separate species, C21H25NO2 in total in a non-equilibrium geometry.

Its calculated total energy is -27764.4435 eV. The calculation puts the LUMO energy at -0.066 Eh. The calculation puts the gap between HOMO and LUMO at 3.1952 eV. Its HOMO energy is -5.0 eV. The energy above the lowest of the compared OMol25 structures with the same formula, charge and spin is 101.9 kcal per mole.

Last column: Löwdin charge in e.
CARTESIAN COORDINATES (ANGSTROEM)
C1 -4.767 -1.136 1.246  -0.20
C2 -4.675 0.378 1.050  -0.18
C3 -3.781 1.018 2.106  -0.12
N1 -2.472 0.339 2.166  -0.07
C4 -1.382 0.912 1.685  0.00
C5 -0.099 0.341 1.791  -0.05
C6 0.984 0.748 1.043  0.03
C7 2.249 0.070 1.034  -0.21
C8 3.238 0.406 0.072  -0.02
C9 4.443 -0.285 0.009  -0.07
C10 4.708 -1.324 0.918  -0.06
C11 3.750 -1.666 1.883  -0.06
C12 2.544 -0.976 1.948  0.00
C13 -2.562 -1.106 2.429  -0.12
C14 -3.383 -1.774 1.332  -0.17
H1 -5.316 -1.343 2.174  0.12
H2 -5.324 -1.579 0.417  0.11
H3 -4.252 0.590 0.059  0.12
H4 -5.668 0.835 1.092  0.12
H5 -3.607 2.075 1.886  0.13
H6 -4.260 0.907 3.089  0.14
H7 -1.506 1.876 1.174  0.16
H8 0.025 -0.462 2.518  0.10
H9 0.856 1.605 0.378  0.13
H10 3.010 1.214 -0.627  0.12
H11 5.179 -0.016 -0.751  0.11
H12 5.654 -1.864 0.875  0.11
H13 3.936 -2.473 2.594  0.11
H14 1.819 -1.223 2.720  0.11
H15 -1.568 -1.553 2.487  0.12
H16 -3.078 -1.231 3.392  0.14
H17 -3.452 -2.849 1.522  0.12
H18 -2.859 -1.641 0.375  0.12
C15 5.537 5.631 4.013  -0.10
O1 4.659 4.598 3.520  -0.12
C16 3.987 3.860 4.458  -0.33
C17 4.132 4.086 5.847  -0.10
C18 3.390 3.289 6.720  -0.15
C19 2.544 2.304 6.265  -0.07
C20 2.367 2.008 4.839  -0.50
O2 1.620 1.091 4.413  -0.14
C21 3.139 2.866 3.967  0.01
H19 5.966 6.086 3.121  0.08
H20 4.983 6.384 4.594  0.09
H21 6.334 5.212 4.646  0.09
H22 4.803 4.865 6.218  0.08
H23 3.501 3.471 7.789  0.09
H24 1.980 1.696 6.968  0.08
H25 3.058 2.719 2.894  0.09


ORCA calculation (ωB97M-V with the def2-TZVPD basis set) on a structure of composition C4H7AgIO3 in a non-equilibrium geometry.

Its calculated total energy is -22492.5297 eV. The calculation puts the LUMO energy at -0.213 Eh. The net charge is +1. The calculation puts the gap between HOMO and LUMO at 8.4816 eV. Its HOMO energy is -14.3 eV.

Last column: Löwdin charge in e.
CARTESIAN COORDINATES (ANGSTROEM)
C1 -1.428 -0.582 0.583  -0.15
C2 -0.448 0.522 -0.204  -0.65
I1 -1.733 2.336 -0.411  1.00
C3 0.832 0.996 0.701  -0.22
O1 2.092 0.288 0.431  -0.05
C4 1.880 -1.104 0.011  -0.29
O2 1.665 -2.158 0.802  0.05
O3 1.941 -1.356 -1.468  0.04
H1 -1.605 -0.283 1.715  0.12
H2 -1.008 -1.675 0.446  0.11
H3 -2.462 -0.538 0.000  0.01
H4 -0.198 0.210 -1.303  0.08
H5 0.519 1.003 1.850  0.16
H6 1.033 2.141 0.429  0.12
H7 1.856 -0.431 -1.881  0.13
Ag1 -2.936 0.631 -1.702  0.54


ORCA calculation (ωB97M-V with the def2-TZVPD basis set) on a cluster of 2 separate species, C5H11B in total in a non-equilibrium geometry.

Its calculated total energy is -6031.3572 eV. The calculation puts the LUMO energy (spin up / spin down) at 0.020 / -0.104 Eh. The calculation puts the gap between HOMO and LUMO (spin up / spin down) at 5.6256 / 5.5880 eV. Its HOMO energy (spin up / spin down) is -5.1 / -8.4 eV. As for the expectation value of S²: 2.0145. The energy above the lowest of the compared OMol25 structures with the same formula, charge and spin is 52.4 kcal per mole. As for the spin multiplicity: 3.

Last column: Löwdin charge in e.
CARTESIAN COORDINATES (ANGSTROEM)
B1 -0.685 0.038 -0.101  -0.11
C1 0.684 0.772 -0.469  -0.21
C2 0.623 -0.574 0.286  -0.28
C3 -2.887 -0.139 -0.017  0.12
C4 1.191 2.024 0.310  -0.07
C5 1.054 -1.877 -0.293  -0.08
H1 1.028 0.724 -1.448  0.08
H2 0.842 -0.650 1.374  0.13
H3 -3.202 -1.086 0.400  0.02
H4 -3.106 -0.159 -1.094  0.04
H5 -2.874 0.604 0.762  0.02
H6 2.146 1.859 0.754  0.06
H7 0.517 2.145 1.070  0.02
H8 1.133 2.939 -0.297  0.08
H9 0.406 -2.169 -1.095  0.08
H10 1.087 -2.587 0.416  0.04
H11 2.043 -1.863 -0.559  0.06


ORCA calculation (ωB97M-V with the def2-TZVPD basis set) on a cluster of 2 separate species, C3HF8OP in total in a non-equilibrium geometry.

Its calculated total energy is -36200.3725 eV. The calculation puts the LUMO energy (spin up / spin down) at -0.025 / -0.067 Eh. The calculation puts the gap between HOMO and LUMO (spin up / spin down) at 9.8417 / 6.3208 eV. Its HOMO energy (spin up / spin down) is -10.5 / -8.1 eV. The energy above the lowest of the compared OMol25 structures with the same formula, charge and spin is 20.1 kcal per mole.

Last column: Löwdin charge in e.
CARTESIAN COORDINATES (ANGSTROEM)
C1 -2.044 2.585 -2.063  -0.58
C2 -0.578 2.776 -2.484  -0.09
C3 1.939 -0.518 -0.659  -0.80
O1 -0.387 -1.094 -0.055  -0.37
F1 -2.946 2.446 -3.014  0.18
F2 -2.454 3.526 -1.201  0.17
F3 -2.052 1.415 -1.374  0.07
F4 -0.237 4.023 -2.915  0.10
F5 0.181 2.489 -1.357  0.04
F6 2.204 -1.783 -0.285  0.06
F7 1.782 0.253 0.440  0.06
F8 3.064 -0.083 -1.257  0.09
P1 0.211 -0.573 -1.442  0.98
H1 -1.313 -1.406 0.074  0.09


The lowest calculated total energy belongs to which entry? C8H12Cl2N2Si